Below is 13 unconnected molecules or ions with the total composition H26O13, with properties calculated with ωB97M-V with the def2-TZVPD basis set.

Each line ends with the Mulliken charge.
Geometry (Å):
H: -0.395 0.019 1.166  0.25
H: 0.579 0.720 0.224  0.25
H: -1.844 1.840 3.540  0.32
H: -1.345 1.417 4.935  0.31
H: 3.100 2.254 -2.559  0.29
H: 3.691 1.733 -1.117  0.29
H: -2.908 -1.752 -1.032  0.28
H: -2.145 -1.701 -2.387  0.29
H: -3.585 0.786 0.787  0.30
H: -4.570 1.280 1.762  0.28
H: 0.208 -1.793 -3.175  0.32
H: -0.016 -3.194 -2.671  0.30
H: 0.634 4.324 -2.381  0.26
H: -0.483 4.117 -1.324  0.28
H: -2.456 -3.217 1.411  0.26
H: -3.421 -3.639 0.239  0.30
H: 1.699 -2.620 -0.025  0.32
H: 2.976 -3.253 -0.721  0.28
H: -2.238 2.368 -1.011  0.26
H: -1.694 1.688 -2.315  0.31
H: 4.263 -2.254 1.035  0.30
H: 5.055 -0.858 0.920  0.32
H: 1.880 3.612 1.219  0.25
H: 2.527 3.941 -0.025  0.25
H: -0.119 -2.209 2.647  0.28
H: 1.120 -1.534 3.412  0.28
O: 0.389 -0.175 0.560  -0.49
O: -1.035 1.523 4.037  -0.62
O: 2.956 1.674 -1.793  -0.59
O: -2.168 -2.103 -1.570  -0.51
O: -4.280 1.461 0.899  -0.60
O: -0.511 -2.504 -3.147  -0.66
O: 0.305 3.741 -1.683  -0.57
O: -2.778 -2.916 0.564  -0.58
O: 2.103 -2.778 -0.868  -0.61
O: -2.434 1.762 -1.662  -0.55
O: 4.801 -1.627 1.526  -0.63
O: 1.776 3.521 0.249  -0.45
O: 0.813 -1.839 2.570  -0.56

HOMO level, eV: -9.669
Energy relative to the best compared isomer or geometry (same formula, charge and spin), kcal per mole: 122.78
Maximum force, eV/Å: 4.31
Energy, eV: -27036.623